No. 1
Below is a molecular structure, C38H61N9O5PRuSSi, with properties calculated with ωB97M-V/def2-TZVPD.

Geometry as XYZ:
```
117
C38H61N9O5PRuSSi | the Open Molecules 2025 dataset | ωB97M-V/def2-TZVPD
Ru -1.302 0.588 0.430
C -0.080 4.586 4.468
C -0.668 3.331 4.534
C -1.049 2.672 3.375
C -0.848 3.288 2.149
C -0.274 4.551 2.072
C 0.115 5.195 3.235
N -1.256 2.631 0.930
N -1.743 3.418 0.091
C -2.024 2.811 -1.145
C -2.439 3.616 -2.198
C -2.571 3.047 -3.454
C -2.274 1.699 -3.644
C -1.886 0.896 -2.577
C -1.784 1.441 -1.304
H 0.219 5.094 5.375
H -0.840 2.861 5.494
H -1.517 1.699 3.404
H -0.140 5.020 1.106
H 0.569 6.176 3.177
H -2.632 4.667 -2.022
H -2.888 3.653 -4.292
H -2.350 1.267 -4.633
H -1.657 -0.148 -2.752
C -4.098 -1.979 2.354
Si -3.821 -0.139 2.531
C -3.978 0.351 4.320
C -5.077 0.798 1.516
O -2.302 0.251 2.030
H -5.005 -2.298 2.871
H -3.259 -2.538 2.776
H -4.199 -2.266 1.303
H -4.947 0.037 4.718
H -3.904 1.434 4.444
H -3.203 -0.117 4.933
H -6.097 0.537 1.807
H -4.977 0.576 0.448
H -4.961 1.876 1.649
C -2.659 -4.406 -7.091
C -1.898 -4.718 -5.807
S -2.844 -4.177 -4.410
O -2.765 -2.733 -4.322
O -4.142 -4.801 -4.438
C -1.964 -4.807 -2.996
C -2.760 -4.446 -1.733
N -2.080 -3.441 -0.914
C -2.467 -2.155 -0.792
N -1.613 -1.486 -0.020
C -0.667 -2.371 0.405
C -0.940 -3.577 -0.145
N -0.168 -4.774 -0.019
O 0.799 -4.723 0.710
O -0.530 -5.754 -0.649
C -3.734 -1.620 -1.354
H -2.061 -4.712 -7.948
H -2.859 -3.339 -7.176
H -3.606 -4.941 -7.117
H -0.944 -4.193 -5.752
H -1.733 -5.789 -5.677
H -0.987 -4.323 -3.005
H -1.831 -5.882 -3.095
H -2.947 -5.332 -1.137
H -3.725 -4.019 -1.997
H 0.148 -2.099 1.047
H -4.586 -2.120 -0.889
H -3.788 -1.767 -2.432
H -3.800 -0.558 -1.138
N 0.424 0.180 0.064
P 1.930 0.593 0.450
N 2.362 0.219 1.991
C 1.681 0.941 3.085
C 2.173 0.441 4.445
C 3.650 0.071 4.367
C 3.850 -1.107 3.397
C 2.725 -1.155 2.362
N 2.301 2.186 0.308
C 3.520 2.788 0.881
C 3.302 4.280 1.052
C 3.125 4.957 -0.319
C 2.614 3.963 -1.371
C 1.639 2.970 -0.758
N 2.863 -0.331 -0.529
C 4.320 -0.112 -0.542
C 5.027 -1.421 -0.856
C 4.661 -1.917 -2.263
C 3.252 -1.456 -2.664
C 2.339 -1.354 -1.453
H 0.599 0.805 3.003
H 1.885 2.008 2.981
H 1.595 -0.430 4.763
H 1.995 1.221 5.186
H 4.036 -0.181 5.355
H 4.216 0.940 4.022
H 3.871 -2.056 3.936
H 4.810 -1.010 2.887
H 1.849 -1.672 2.772
H 3.033 -1.702 1.474
H 4.384 2.616 0.230
H 3.733 2.302 1.832
H 4.139 4.717 1.597
H 2.412 4.421 1.668
H 4.074 5.379 -0.655
H 2.430 5.795 -0.230
H 3.449 3.415 -1.815
H 2.118 4.488 -2.188
H 1.250 2.293 -1.522
H 0.787 3.512 -0.345
H 4.628 0.263 0.435
H 4.593 0.648 -1.284
H 4.734 -2.162 -0.107
H 6.105 -1.287 -0.758
H 4.719 -3.007 -2.289
H 5.385 -1.549 -2.992
H 2.815 -2.142 -3.390
H 3.294 -0.476 -3.146
H 2.275 -2.328 -0.949
H 1.329 -1.076 -1.748
```

Calculated values
Largest force on an atom, eV/Å: 0.57
Total charge: +1
Frontier orbital gap (alpha / beta), eV: 6.67 / 6.69
DFT total energy, eV: -94623.0801

No. 2
Below is 3 unconnected molecules or ions with the total composition C38H62N7O6, with properties calculated with ωB97M-V/def2-TZVPD.

Geometry as XYZ:
```
113
C38H62N7O6 | the Open Molecules 2025 dataset | ωB97M-V/def2-TZVPD
C -6.469 -3.709 0.529
C -5.127 -3.493 -0.193
C -3.984 -4.340 0.389
C -2.665 -4.089 -0.369
C -2.466 -5.044 -1.546
C -1.201 -4.731 -2.377
C -1.469 -4.859 -3.873
C -0.234 -4.725 -4.779
C 0.532 -3.381 -4.690
C -0.394 -2.150 -4.742
C -0.085 -1.075 -3.673
C 1.110 -0.171 -4.058
C 1.510 0.874 -2.992
N 1.911 0.503 -1.567
C 3.298 0.562 -1.327
N 4.229 -0.314 -1.623
C 4.060 -1.625 -2.233
C 4.250 -2.683 -1.127
C 2.938 -3.213 -0.538
N 2.865 -3.019 0.922
N 3.638 1.686 -0.624
C 2.496 1.837 0.354
C 2.700 0.831 1.496
C 1.599 0.797 2.572
C 2.472 3.277 0.870
C 3.798 3.752 1.421
N 4.150 3.682 2.635
C 1.383 1.586 -0.675
C -0.065 1.426 -0.201
C -0.525 -0.015 -0.005
O -1.868 -0.011 0.512
C -2.009 -0.536 1.744
O -3.041 -0.991 2.098
H -7.264 -3.875 -0.200
H -6.751 -2.800 1.063
H -6.424 -4.547 1.225
H -5.202 -3.745 -1.256
H -4.803 -2.451 -0.122
H -4.245 -5.402 0.370
H -3.838 -4.038 1.431
H -1.831 -4.221 0.331
H -2.686 -3.047 -0.712
H -2.379 -6.060 -1.150
H -3.343 -5.051 -2.202
H -0.452 -5.486 -2.126
H -0.823 -3.740 -2.119
H -1.884 -5.861 -4.030
H -2.263 -4.160 -4.152
H 0.478 -5.511 -4.495
H -0.500 -4.919 -5.822
H 1.245 -3.335 -5.518
H 1.097 -3.335 -3.759
H -1.436 -2.460 -4.678
H -0.275 -1.654 -5.712
H -0.961 -0.421 -3.589
H 0.044 -1.550 -2.698
H 1.955 -0.730 -4.457
H 0.729 0.433 -4.889
H 0.646 1.535 -2.929
H 2.359 1.444 -3.385
H 5.182 -0.088 -1.379
H 3.118 -1.699 -2.742
H 4.867 -1.751 -2.959
H 4.859 -3.494 -1.530
H 4.833 -2.236 -0.317
H 2.861 -4.262 -0.780
H 2.110 -2.667 -0.989
H 2.183 -2.308 1.146
H 2.590 -3.878 1.379
H 4.539 1.567 -0.165
H 2.871 -0.185 1.120
H 3.639 1.111 1.985
H 2.038 0.742 3.570
H 1.020 -0.120 2.464
H 0.947 1.668 2.579
H 2.183 3.928 0.043
H 1.718 3.415 1.646
H 4.510 4.221 0.738
H 3.409 3.267 3.206
H 1.385 2.537 -1.221
H -0.737 1.892 -0.923
H -0.153 1.955 0.750
H 0.139 -0.595 0.640
H -0.582 -0.527 -0.965
H -1.115 -0.458 2.378
C -3.979 -0.839 6.729
C -3.422 -0.243 7.854
C -2.295 0.558 7.738
C -1.752 0.753 6.482
C -2.294 0.167 5.353
C -3.409 -0.638 5.478
N -0.570 1.616 6.330
O -0.084 2.104 7.324
O -0.153 1.796 5.198
H -4.858 -1.462 6.829
H -3.864 -0.403 8.828
H -1.855 1.022 8.608
H -1.853 0.330 4.383
H -3.830 -1.098 4.594
C 0.541 9.932 -0.758
C 0.913 9.134 -1.833
C 0.904 7.755 -1.710
C 0.514 7.201 -0.503
C 0.144 7.977 0.582
C 0.160 9.354 0.447
N 0.483 5.742 -0.369
O 0.835 5.067 -1.325
O 0.113 5.269 0.687
H 0.546 11.008 -0.860
H 1.210 9.587 -2.768
H 1.191 7.126 -2.539
H -0.153 7.518 1.514
H -0.127 9.978 1.282
```

Calculated values
Largest force on an atom, eV/Å: 1.48
Total charge: +1
Frontier orbital gap, eV: 8.79
DFT total energy, eV: -63115.9824

> The lowest DFT total energy belongs to which entry?

C38H61N9O5PRuSSi

> Which formula does entry 1 have?

C38H61N9O5PRuSSi

> Which formula does entry 2 have?

C38H62N7O6